ORCA calculation (ωB97M-V with the def2-TZVPD basis set) on a 9-piece molecular cluster, C27H64N8O9Si overall.

Its net charge is 0. The value obtained for the total energy is -2471.90681 a.u. For the HOMO energy, the calculation gives -7.272 eV. The value obtained for the frontier orbital gap is 7.6 eV. The SMILES is C=CC[SiH2]O.CNC(C)=O.CNC(C)=O.CNC(C)=O.CNC(C)=O.CNC(C)=O.CNC(C)=O.CNC(C)=O.CNC(C)=O. The LUMO energy comes out at 0.35 eV.

Each line ends with the Mulliken charge.
CARTESIAN COORDINATES (ANGSTROEM)
C (1.29, -1.74, -3.43)  -0.998
C (1.42, -0.45, -3.90)  -0.319
C (0.30, 0.19, -4.65)  -0.599
Si (-1.43, -0.58, -4.45)  0.508
O (-2.39, 0.49, -3.61)  -0.453
H (1.75, -2.60, -3.90)  0.228
H (0.64, -1.89, -2.58)  0.329
H (2.35, 0.10, -3.75)  0.481
H (0.21, 1.24, -4.39)  0.452
H (0.57, 0.11, -5.70)  0.456
H (-1.46, -1.83, -3.67)  -0.162
H (-2.00, -0.87, -5.79)  -0.241
H (-2.02, 0.49, -2.71)  0.484
C (-0.83, -0.39, 1.32)  -1.432
C (-1.55, -0.61, 0.02)  0.647
O (-1.61, 0.25, -0.86)  -0.711
N (-2.15, -1.81, -0.18)  -0.023
C (-2.19, -2.94, 0.71)  -0.860
H (-0.41, 0.61, 1.33)  0.405
H (-1.52, -0.48, 2.16)  0.372
H (-0.03, -1.12, 1.43)  0.354
H (-2.61, -1.89, -1.08)  0.214
H (-1.73, -3.81, 0.23)  0.265
H (-3.23, -3.19, 0.95)  0.309
H (-1.66, -2.73, 1.63)  0.258
C (0.07, 4.60, -8.41)  -1.432
C (0.11, 3.44, -7.44)  0.994
O (1.16, 3.01, -6.99)  -0.648
N (-1.08, 2.90, -7.08)  -0.022
C (-2.42, 3.27, -7.50)  -0.835
H (1.09, 4.92, -8.60)  0.308
H (-0.38, 4.29, -9.36)  0.353
H (-0.49, 5.43, -7.99)  0.360
H (-0.99, 2.13, -6.43)  0.045
H (-3.01, 3.56, -6.63)  0.217
H (-2.90, 2.42, -7.99)  0.274
H (-2.39, 4.10, -8.20)  0.366
C (4.48, -3.38, -6.72)  -1.206
C (4.92, -4.04, -5.43)  0.810
O (4.77, -5.23, -5.23)  -0.666
N (5.49, -3.25, -4.49)  -0.172
C (5.74, -1.82, -4.55)  -0.789
H (4.05, -4.14, -7.36)  0.281
H (3.73, -2.62, -6.53)  0.301
H (5.33, -2.94, -7.23)  0.379
H (5.75, -3.75, -3.65)  0.212
H (6.81, -1.66, -4.43)  0.288
H (5.21, -1.34, -3.72)  0.253
H (5.41, -1.39, -5.48)  0.317
C (-0.06, -4.98, -3.19)  -1.138
C (-1.52, -5.18, -2.88)  0.707
O (-2.11, -4.49, -2.07)  -0.577
N (-2.17, -6.18, -3.53)  -0.186
C (-1.63, -7.10, -4.52)  -0.881
H (0.31, -4.15, -2.60)  0.045
H (0.52, -5.87, -2.94)  0.509
H (0.07, -4.74, -4.25)  0.381
H (-3.14, -6.27, -3.27)  0.247
H (-2.18, -7.00, -5.45)  0.284
H (-1.74, -8.13, -4.16)  0.288
H (-0.58, -6.91, -4.70)  0.343
C (-0.33, -0.87, 6.44)  -1.346
C (-1.07, -1.10, 5.15)  0.845
O (-1.13, -0.25, 4.27)  -0.654
N (-1.69, -2.30, 4.99)  -0.083
C (-1.72, -3.41, 5.92)  -0.880
H (0.11, 0.12, 6.43)  0.285
H (-1.01, -0.94, 7.29)  0.308
H (0.47, -1.60, 6.56)  0.449
H (-2.17, -2.39, 4.12)  0.156
H (-1.28, -4.30, 5.45)  0.284
H (-2.75, -3.64, 6.19)  0.305
H (-1.16, -3.18, 6.82)  0.326
C (-5.05, 4.93, -1.89)  -1.299
C (-4.14, 4.28, -2.91)  0.873
O (-4.12, 4.65, -4.07)  -0.654
N (-3.35, 3.27, -2.48)  0.012
C (-3.24, 2.70, -1.15)  -0.866
H (-5.62, 5.71, -2.38)  0.322
H (-5.75, 4.20, -1.47)  0.337
H (-4.47, 5.37, -1.08)  0.336
H (-2.77, 2.88, -3.21)  0.078
H (-2.21, 2.80, -0.79)  0.255
H (-3.49, 1.64, -1.20)  0.264
H (-3.91, 3.19, -0.45)  0.382
C (2.47, 0.51, 9.44)  -1.114
C (2.77, -0.39, 8.27)  0.811
O (2.14, -1.42, 8.06)  -0.686
N (3.77, -0.02, 7.43)  -0.161
C (4.61, 1.16, 7.51)  -0.855
H (1.65, 0.08, 10.01)  0.298
H (3.34, 0.59, 10.09)  0.416
H (2.17, 1.49, 9.08)  0.156
H (3.92, -0.66, 6.67)  0.237
H (4.50, 1.76, 6.61)  0.276
H (5.66, 0.86, 7.60)  0.299
H (4.35, 1.76, 8.37)  0.324
C (-0.18, 4.57, 6.98)  -1.366
C (0.28, 3.94, 8.27)  0.839
O (0.28, 2.73, 8.43)  -0.640
N (0.71, 4.77, 9.26)  -0.161
C (0.79, 6.22, 9.25)  -0.876
H (-0.49, 3.79, 6.30)  0.271
H (-1.03, 5.24, 7.16)  0.387
H (0.63, 5.14, 6.52)  0.383
H (1.01, 4.28, 10.09)  0.235
H (1.82, 6.53, 9.41)  0.293
H (0.17, 6.63, 10.05)  0.293
H (0.45, 6.62, 8.30)  0.334